{"formula": "C3H6N2O2", "method": "ωB97M-V with the def2-TZVPD basis set", "e_lumo_ev": 0.574, "energy_ha": -377.832097, "charge": 0, "homo_energy_ev": -8.70, "e_above_lowest_kcal_mol": 79.8, "elements": ["N", "C", "O", "C", "O", "C", "N", "H", "H", "H", "H", "H", "H"], "coordinates": [[1.9595, 0.6603, 0.7465], [0.8027, 0.2896, 0.2190], [0.8163, -0.5433, -0.6954], [-0.5497, 0.6586, 0.8083], [-1.1448, -0.5925, 0.6902], [-0.9531, -1.0169, -0.8258], [-1.4069, -0.3434, -1.7975], [2.7752, 0.1884, 0.3859], [2.0119, 1.2519, 1.5523], [-1.0966, 1.4067, 0.2160], [-0.4306, 1.0535, 1.8318], [-0.8223, -2.0883, -0.7187], [-1.9617, -0.9246, -2.4128]], "nbo_charge": [-0.769, 0.682, -0.541, -0.172, -0.577, 0.465, -0.841, 0.415, 0.404, 0.219, 0.190, 0.158, 0.366]}

---

{"formula": "C3H6N2O2", "method": "ωB97M-V with the def2-TZVPD basis set", "smiles": "[H]/N=C\\OCC(N)=O", "e_lumo_ev": 0.629, "energy_ha": -377.889103, "charge": 0, "homo_energy_ev": -9.98, "e_above_lowest_kcal_mol": 44.1, "elements": ["H", "N", "C", "O", "C", "C", "N", "O", "H", "H", "H", "H", "H"], "coordinates": [[-1.0359, -0.7124, -0.6246], [-1.6067, 0.0940, -0.8857], [-1.1570, 1.2587, -0.7482], [0.0278, 1.7096, -0.2412], [0.9670, 0.7171, 0.1158], [0.3437, -0.4492, 0.9046], [0.3214, -1.6745, 0.2610], [-0.1640, -0.2913, 1.9902], [-1.7374, 2.1247, -1.0619], [1.4750, 0.3596, -0.7887], [1.6856, 1.2109, 0.7737], [-0.0778, -2.4372, 0.7887], [0.9585, -1.9100, -0.4837]], "nbo_charge": [0.364, -0.716, 0.404, -0.489, -0.169, 0.644, -0.856, -0.562, 0.165, 0.176, 0.226, 0.411, 0.401]}

---

{"formula": "C3H6N2O2", "method": "ωB97M-V with the def2-TZVPD basis set", "e_lumo_ev": 0.613, "energy_ha": -377.715432, "charge": 0, "homo_energy_ev": -8.60, "e_above_lowest_kcal_mol": 153.1, "elements": ["C", "C", "N", "N", "C", "O", "O", "H", "H", "H", "H", "H", "H"], "coordinates": [[-0.7173, 0.3898, 1.0759], [-0.3536, 0.2667, -1.4880], [-0.2993, -0.3013, -0.1577], [0.3772, -1.6065, 0.2490], [0.7642, 0.5376, 1.1031], [1.2080, -1.1220, 1.2638], [1.5371, 1.4074, 1.3299], [0.9787, -1.7932, -0.5665], [-1.1164, -0.2803, 1.8339], [-1.2651, 1.3054, 0.8717], [0.6522, 0.3052, -1.9150], [-0.7834, 1.2679, -1.4950], [-0.9823, -0.3767, -2.1053]], "nbo_charge": [-0.341, -0.420, -0.288, -0.137, 0.772, -0.483, -0.536, 0.324, 0.241, 0.236, 0.202, 0.226, 0.205]}